(1)
Entry from the Open Molecules 2025 dataset: a structure of composition C45H63MoN7O8S3Si2 at a distorted geometry (ωB97M-V with the def2-TZVPD basis set).

Summary:
charge	+2
F_max	0.0268	hartree/bohr
ΔE to the lowest compared entry with this formula, charge and spin	0.00	kcal per mole
frontier orbital gap (alpha / beta)	6.0 / 6.0	eV
spin multiplicity	1

Last column: Mulliken charge in e.
Atoms and positions in Å:
1 N -1.419 1.189 -0.937  1.77
2 H 2.861 2.729 2.993  0.14
3 N 2.667 0.374 2.331  1.19
4 O -2.800 -4.825 -1.916  -0.34
5 C -3.070 -0.489 -1.767  -0.70
6 H 0.722 4.899 6.054  0.42
7 C -4.727 -3.590 -2.777  -0.46
8 C 0.284 -2.469 3.664  -0.27
9 H -1.858 -6.237 -3.012  0.26
10 H -3.609 -6.126 -3.325  0.46
11 H 4.122 3.669 0.146  0.52
12 H -0.685 -5.233 1.520  0.13
13 H 2.809 -0.236 5.799  0.23
14 C 1.672 1.252 2.370  0.03
15 H -4.489 1.048 3.575  0.50
16 O 1.242 -0.091 -0.810  2.20
17 O 3.514 1.602 -7.226  -0.60
18 H 5.421 1.617 3.914  0.54
19 H 5.500 -0.834 4.444  0.35
20 N 1.921 2.508 2.700  0.47
21 C -0.044 3.263 -0.694  -1.08
22 H 3.076 -1.419 4.520  -0.20
23 H 4.638 -0.175 2.194  0.73
24 C 3.593 3.059 -0.585  -1.13
25 H -0.546 -1.834 3.343  -0.35
26 H -2.496 -4.885 -3.974  0.44
27 H 3.157 5.232 5.868  0.43
28 C 1.041 -2.512 0.640  0.20
29 H 0.806 -5.956 2.061  0.50
30 C 1.995 0.778 -2.894  1.47
31 H 4.070 0.872 -3.495  0.78
32 C 3.038 0.979 -3.796  -0.63
33 H -0.631 4.042 4.219  0.42
34 H 1.426 4.497 2.491  0.57
35 H 4.340 1.526 1.910  -0.01
36 C 0.054 4.606 -0.918  -0.68
37 C -4.059 -2.296 3.479  -0.60
38 H -2.234 -1.189 -1.772  -0.72
39 C -4.510 -1.066 3.927  -1.12
40 H -2.731 4.220 -0.486  0.62
41 H 4.080 3.219 -1.547  0.41
42 C -2.990 -3.694 1.780  -1.19
43 C -1.331 2.547 -0.696  -0.27
44 S 1.688 5.079 -0.929  -0.24
45 H -0.081 -3.118 4.460  0.63
46 H -0.142 0.847 -2.594  -0.39
47 C 4.509 1.022 4.004  0.07
48 H 2.405 -0.582 2.123  -1.08
49 H 0.910 -5.666 -2.028  0.38
50 N 1.159 2.615 -0.557  0.88
51 C 0.939 3.583 2.835  -0.37
52 C -5.960 -2.247 -1.191  -0.63
53 H -4.373 -3.206 3.974  0.53
54 H -5.163 -1.007 4.784  0.48
55 H 0.101 -1.610 -2.377  -0.22
56 O -1.741 -1.278 0.897  0.96
57 O -1.206 1.797 -6.143  -0.63
58 C -0.090 -2.674 -2.176  0.34
59 C -2.785 -1.218 1.741  0.57
60 H 2.797 3.518 5.740  0.18
61 N -0.992 1.434 -5.019  1.03
62 C 0.677 0.951 -3.294  -0.20
63 O -1.838 1.172 -4.186  -0.58
64 S 0.024 0.770 2.079  -0.79
65 H 5.291 0.227 5.820  0.37
66 H -0.061 -3.171 -3.146  0.77
67 S -3.787 2.111 -1.099  -0.39
68 H 0.120 3.363 2.151  -0.23
69 C -5.073 -2.595 -0.189  -0.64
70 H 3.686 2.004 -0.334  -0.26
71 O 3.423 0.282 -1.039  -0.67
72 C -3.839 -3.959 -1.773  0.82
73 Si 1.015 -3.491 2.262  0.75
74 H 3.446 -2.999 2.623  0.30
75 C 4.792 -0.157 4.929  -0.93
76 C -4.128 0.084 3.246  -0.81
77 H -3.411 -0.370 -2.796  0.91
78 C -4.012 -3.440 -0.482  0.36
79 H 3.209 -4.571 1.880  0.37
80 Mo -0.142 -0.778 0.157  0.02
81 H 1.029 -1.813 4.112  -0.13
82 C -5.778 -2.737 -2.480  -0.97
83 H 1.081 5.781 4.583  0.30
84 H -0.314 -5.329 3.246  0.45
85 H -4.615 -3.981 -3.775  0.53
86 C 0.690 -5.299 -1.024  -1.08
87 H 2.921 -4.363 3.601  0.45
88 C 4.082 0.688 2.561  -1.08
89 C -2.647 0.845 -1.241  0.11
90 C -2.696 -5.559 -3.142  -1.16
91 H 3.784 -1.672 6.097  0.49
92 C 2.665 4.484 5.250  -0.98
93 C 2.316 0.321 -1.517  -0.77
94 H 2.057 -2.092 0.684  0.40
95 C 2.152 3.440 -0.661  0.34
96 H -5.243 -2.241 0.817  0.47
97 C 0.418 1.287 -4.606  -0.40
98 C 1.187 4.809 5.071  -0.68
99 H -1.115 -2.793 -1.803  -0.86
100 H -2.717 -4.513 2.440  0.73
101 Si 1.152 -3.488 -0.989  0.42
102 C 1.419 1.469 -5.542  -0.67
103 H 3.232 -2.311 -1.706  0.19
104 C -3.266 -2.388 2.330  0.18
105 H -2.743 -4.882 0.197  0.41
106 H -0.367 -5.471 -0.831  0.12
107 H -3.894 -0.910 -1.181  0.14
108 C -3.244 0.015 2.176  -0.14
109 H 0.467 2.794 4.779  0.23
110 H -6.472 -2.469 -3.262  0.45
111 N 3.821 1.507 -6.068  1.04
112 H 3.583 -3.878 -0.997  0.33
113 H 1.266 -5.903 -0.331  0.36
114 H 3.199 4.469 4.296  0.25
115 H 3.760 1.654 4.485  -0.28
116 N -3.136 -3.995 0.505  0.25
117 C 3.543 -0.912 5.355  -0.64
118 H -6.796 -1.606 -0.962  0.48
119 H 1.202 1.708 -6.574  0.65
120 C 0.421 3.759 4.267  -0.60
121 H 2.976 -3.787 -2.641  0.42
122 C 2.891 -3.343 -1.649  -1.15
123 C 0.109 -5.145 2.258  -1.22
124 C 2.812 -3.883 2.629  -1.37
125 C -2.530 3.184 -0.679  -0.64
126 C 2.721 1.317 -5.099  -0.58
127 H -2.864 0.913 1.705  0.20
128 O 4.936 1.555 -5.621  -0.60
129 H -0.729 5.314 -1.113  0.48

Cartesian forces (eV/Å) of the 6 atoms listed first:
-0.135 -0.439 0.011
0.011 -0.027 0.015
-0.139 -0.174 0.110
-0.244 0.238 0.151
0.003 0.029 0.171
-0.021 0.048 0.007

=====

(2)
Entry from the Open Molecules 2025 dataset: a structure of composition C45H63MoN7O8S3Si2 at a distorted geometry (ωB97M-V with the def2-TZVPD basis set).

Summary:
charge	+2
F_max	0.1206	hartree/bohr
ΔE to the lowest compared entry with this formula, charge and spin	25.71	kcal per mole
frontier orbital gap (alpha / beta)	5.5 / 5.5	eV
spin multiplicity	1

Last column: Mulliken charge in e.
Atoms and positions in Å:
1 H 1.372 1.773 -2.035  -0.50
2 N 1.799 -0.867 0.617  1.58
3 C -0.189 -0.510 -2.632  -0.02
4 H 2.079 6.649 -1.235  0.25
5 C 1.900 4.167 2.328  0.41
6 C 0.223 0.334 3.833  -0.17
7 C 2.802 6.200 -0.558  -1.13
8 C -1.757 -4.051 1.549  -0.31
9 H 3.333 6.982 -0.010  0.44
10 H -7.516 -2.035 0.126  0.38
11 H -0.210 5.498 -0.867  0.07
12 H 3.517 5.607 -1.133  0.42
13 C 2.402 -0.650 -5.370  -0.47
14 C 3.072 1.148 1.244  -0.43
15 H -1.750 -4.203 3.690  0.39
16 S 0.613 -5.307 -1.352  -0.24
17 C -0.776 2.610 5.060  -0.66
18 C 1.173 -0.718 -4.730  -0.71
19 H -4.769 1.885 -1.161  0.28
20 H -2.415 3.126 -3.743  0.34
21 H -4.421 3.531 -1.638  0.40
22 H -2.425 1.502 2.359  -0.49
23 H -1.339 1.750 -3.859  0.20
24 C -1.287 -3.807 -2.715  -1.37
25 H -5.442 0.171 0.496  -0.27
26 C -6.630 -1.499 -0.214  -0.97
27 H -2.470 -6.415 2.893  0.28
28 C -2.512 -1.998 0.415  -0.17
29 C 3.591 -0.472 -4.676  -0.59
30 C 1.128 -3.167 -0.076  -0.85
31 C 2.716 4.760 1.338  0.79
32 H -3.291 4.974 1.791  0.43
33 H 4.534 -0.385 -5.200  0.64
34 C -1.607 2.091 -0.659  -0.11
35 O -1.269 -0.722 -3.146  -0.75
36 C 1.115 -0.593 -3.339  1.28
37 C 4.096 4.707 1.463  -0.56
38 H 0.309 5.157 1.603  0.43
39 O 2.050 5.382 0.324  -0.29
40 C -5.550 -2.543 -0.502  -0.11
41 H -0.834 -3.496 1.716  -0.37
42 H -1.252 4.610 3.239  0.66
43 C -4.326 -2.013 -1.265  -0.96
44 H -3.851 -2.835 -1.805  -0.04
45 H 4.333 3.083 4.415  0.48
46 H -1.158 3.502 5.531  0.54
47 H 4.726 5.165 0.719  0.53
48 C -0.747 5.152 -1.743  -1.01
49 H -7.098 0.154 1.072  0.47
50 O 3.476 -0.463 -7.371  -0.59
51 C -0.403 2.682 3.703  0.24
52 C 2.707 -0.277 1.344  0.13
53 H -3.640 -5.682 3.980  0.43
54 H -3.196 -3.448 3.038  0.21
55 H 4.088 1.216 0.858  0.91
56 N 0.117 -2.821 -0.929  0.72
57 C -0.576 1.470 5.797  -1.11
58 H -5.245 -3.001 0.440  -0.15
59 C 2.684 -2.640 1.772  -0.88
60 C 1.807 -2.229 0.803  -0.13
61 H 0.272 -0.856 -5.311  0.73
62 N 0.527 4.375 2.213  0.23
63 C 3.518 -0.390 -3.287  -0.53
64 C 2.304 -0.460 -2.623  -0.15
65 H -2.171 1.464 -1.362  0.28
66 N -2.552 -3.307 0.593  0.60
67 H -1.775 5.102 0.917  0.18
68 H 1.903 3.161 4.228  0.52
69 H -0.813 -3.981 -3.680  0.45
70 H -5.035 -4.993 2.030  0.20
71 H -1.791 -2.848 -2.759  -0.06
72 C -1.379 2.817 -3.656  -1.17
73 H 1.561 3.085 -0.836  -0.77
74 H -3.886 -5.797 0.936  0.24
75 C 3.883 3.533 3.546  -0.72
76 O 4.547 -0.029 -1.299  -0.57
77 Si -0.710 3.261 -1.933  0.52
78 C 2.504 3.563 3.430  -0.59
79 C -0.252 -3.821 -1.660  0.59
80 H 1.723 3.402 -2.545  0.79
81 H -3.244 -0.362 -0.470  -0.70
82 H -1.508 -5.018 1.109  0.57
83 O 0.031 1.358 1.729  1.05
84 Si -3.020 2.947 0.351  0.74
85 H -5.430 3.223 -0.240  0.48
86 S -1.436 -1.073 1.421  -0.79
87 H -0.266 5.594 -2.612  0.40
88 C -4.554 2.879 -0.780  -1.39
89 C 1.525 -4.478 -0.172  -0.88
90 N -3.320 -1.372 -0.428  0.88
91 H -4.004 1.070 1.732  -0.12
92 C -0.445 3.928 3.023  -1.12
93 C -3.198 -5.607 2.987  -0.70
94 H -4.801 -6.733 2.106  0.43
95 H 5.750 4.088 2.652  0.46
96 H 3.043 1.626 2.220  0.26
97 C -2.805 4.779 0.841  -1.35
98 H -1.997 -4.616 -2.556  0.45
99 C -4.294 -5.786 1.946  -0.97
100 H -3.289 5.424 0.115  0.55
101 O 1.413 -1.082 -7.372  -0.59
102 H 2.398 1.672 0.558  -1.02
103 H -4.647 -1.278 -2.003  0.70
104 C 1.162 2.823 -1.817  0.34
105 H -0.811 1.464 6.850  0.48
106 H 2.856 -3.632 2.134  0.60
107 H -5.997 -3.324 -1.119  0.55
108 C 0.012 1.480 3.061  0.52
109 N 4.713 -0.201 -2.496  1.02
110 C -3.339 1.903 1.927  -0.01
111 H 0.549 -0.572 3.333  0.17
112 C -0.040 0.335 5.189  -0.86
113 H -6.894 -0.985 -1.139  0.33
114 H 2.325 -4.967 0.347  0.49
115 Mo -0.185 0.674 0.168  0.26
116 C -2.483 -4.260 2.887  -0.60
117 H -0.831 3.333 -4.437  0.42
118 N 2.437 -0.743 -6.836  1.03
119 H -3.817 2.504 2.693  0.64
120 H -3.264 -3.840 0.109  0.30
121 H 0.138 -0.551 5.777  0.52
122 H 2.304 -0.426 -1.540  -0.33
123 S 3.576 -1.326 2.402  -0.34
124 H -5.933 -0.965 1.767  0.24
125 C -6.243 -0.476 0.845  -0.52
126 O -0.121 -0.096 -1.383  1.91
127 H -1.753 5.546 -1.705  0.36
128 O 5.774 -0.207 -3.064  -0.63
129 C 4.677 4.098 2.563  -0.92

Cartesian forces (eV/Å) of the 6 atoms listed first:
0.061 0.105 0.071
-0.334 0.434 -0.045
-1.304 -0.710 -1.733
0.073 -0.020 0.053
1.580 -0.473 -0.292
0.015 0.191 -0.664

=====

(3)
Entry from the Open Molecules 2025 dataset: a cluster of 12 separate species, C45H64Cl8F6N2O10S2 in total at a distorted geometry (ωB97M-V with the def2-TZVPD basis set).

Summary:
charge	0
F_max	0.1326	hartree/bohr
frontier orbital gap	9.6	eV
spin multiplicity	1

Last column: Mulliken charge in e.
Atoms and positions in Å:
1 H 5.125 -1.691 -0.491  0.24
2 Cl 0.626 3.776 5.411  -0.12
3 C -0.576 2.023 2.297  -0.32
4 H 7.264 0.080 1.157  0.37
5 C 3.274 6.368 -0.143  -0.68
6 C 5.449 -0.651 2.056  -0.38
7 H 6.731 2.422 1.422  0.57
8 H -0.572 3.790 7.451  0.36
9 H -2.571 1.302 0.484  -1.00
10 H 0.133 1.700 3.059  0.42
11 H 4.947 3.699 -2.362  0.52
12 H 3.381 -2.179 -0.872  -0.31
13 H 1.587 0.725 -4.406  0.23
14 H 4.652 -3.097 -1.352  0.31
15 H 2.820 7.075 0.536  0.45
16 H 1.839 -3.802 -0.435  0.13
17 S -4.655 1.570 2.425  0.86
18 H -5.526 -4.302 -0.807  0.31
19 O -4.538 0.296 4.950  -0.58
20 Cl -3.711 -1.497 -1.215  -0.02
21 H 1.973 -8.700 -0.845  0.41
22 H -4.138 -3.847 0.913  -0.38
23 C 0.883 1.256 0.405  -0.53
24 H -3.845 1.045 -1.681  -0.14
25 C -4.003 1.781 -2.456  0.55
26 C -0.420 -3.826 -3.690  -0.73
27 C -4.927 3.925 -3.118  -0.72
28 C 1.437 -5.667 0.562  -0.73
29 C 3.100 6.447 -1.515  -0.52
30 C -0.350 3.477 1.869  -0.85
31 C -3.786 2.573 -4.723  -0.39
32 C 4.403 -2.040 -1.226  0.04
33 H -1.241 -7.313 4.238  0.29
34 H 0.596 2.967 -0.785  0.39
35 C 4.795 4.523 -0.460  -0.34
36 H 3.354 2.250 -3.065  -0.26
37 C 4.166 5.415 0.374  0.01
38 H -0.380 2.140 6.796  0.23
39 O -3.134 -5.602 1.109  -0.31
40 C 1.804 -4.878 -0.549  0.98
41 C 1.031 3.667 1.237  -0.12
42 C -3.078 -6.612 1.899  0.71
43 C 4.855 2.056 2.362  -0.34
44 H -0.458 4.163 2.711  0.60
45 H -5.541 4.772 -2.837  0.39
46 N -3.695 0.409 2.373  -0.07
47 F -3.276 -1.373 3.887  -0.33
48 F 2.721 1.458 3.056  -0.09
49 C 3.483 1.664 -3.969  0.41
50 H -1.467 0.735 -0.780  0.35
51 H 0.624 -1.351 0.128  -0.34
52 C 1.426 -7.018 0.390  -0.33
53 O -4.243 2.744 3.154  -0.58
54 C -4.580 3.697 -4.441  -0.55
55 C 1.238 2.719 0.064  -0.76
56 H 4.467 5.425 1.414  0.42
57 H 1.771 2.387 -5.135  0.37
58 O 4.090 0.362 -3.734  -0.38
59 Cl -0.003 -2.396 -2.715  0.05
60 C -1.576 1.419 0.060  0.61
61 Cl 0.043 6.235 -3.034  -0.11
62 C -4.640 2.972 -2.115  -0.42
63 C -0.579 3.179 6.553  -0.33
64 H -4.893 3.222 -1.095  0.57
65 H 1.839 3.536 1.963  -0.10
66 H 2.609 1.082 -5.810  0.35
67 O -6.049 1.185 2.437  -0.64
68 H 0.439 -4.374 -4.062  0.33
69 H -5.314 -2.260 0.520  0.23
70 C -0.393 -1.418 0.524  1.31
71 H 4.581 3.080 2.578  0.46
72 O 3.351 0.437 -1.559  -0.19
73 C 3.972 1.055 2.749  0.38
74 F 2.554 -4.702 -2.780  -0.35
75 N -0.499 1.133 1.068  2.33
76 C 1.827 -7.631 -0.801  -0.72
77 H 1.191 4.710 0.958  0.30
78 H 3.573 -1.103 2.877  0.47
79 H -1.515 2.004 2.850  -0.47
80 F -4.445 1.977 0.875  -0.11
81 Cl -2.163 3.486 5.787  -0.10
82 F -2.746 0.596 -4.116  -0.26
83 H 1.607 0.817 1.090  -0.02
84 C -3.464 1.676 -3.745  0.07
85 C -0.630 -2.780 1.171  -1.22
86 H -5.471 -6.083 -0.785  0.34
87 H 1.200 -7.678 1.218  0.35
88 H -2.358 -8.341 3.529  0.39
89 H -4.024 -5.041 -1.196  0.08
90 C 6.324 0.341 1.627  -0.75
91 F 3.346 5.400 -3.655  -0.36
92 C 2.263 1.458 -4.845  -1.20
93 C 2.101 -5.474 -1.751  -0.19
94 H 5.497 3.775 -0.122  0.25
95 C 4.455 4.475 -1.790  -0.52
96 H 0.033 -0.380 2.366  0.48
97 H -0.917 -3.497 0.401  0.28
98 H -1.429 2.435 -0.301  -0.50
99 H -4.815 4.402 -5.225  0.42
100 H -2.114 6.940 -2.172  0.36
101 H -1.144 3.850 1.221  0.16
102 H 0.228 -3.083 1.767  0.21
103 H -0.654 -8.370 2.945  0.23
104 H -5.161 -5.119 1.546  0.40
105 H -4.835 -0.507 0.628  -1.38
106 O -4.037 -7.137 2.435  -0.61
107 H -1.698 -0.369 1.964  -1.02
108 C -5.032 -1.360 -0.015  1.47
109 O -1.789 -6.833 2.218  -0.19
110 C 2.075 -6.818 -1.913  -0.35
111 C 3.606 5.432 -2.337  0.22
112 H -0.981 -1.318 -0.388  -0.34
113 H 1.238 -5.217 1.522  0.34
114 H 2.459 -7.341 -2.779  0.45
115 H -3.465 2.497 -5.754  0.44
116 H 2.465 7.208 -1.947  0.59
117 O 4.484 -1.283 -2.419  -0.45
118 C -0.691 -0.325 1.552  0.00
119 H 4.244 2.111 -4.612  0.26
120 Cl -1.442 -4.986 -2.796  -0.12
121 C 3.939 -0.080 -2.493  0.54
122 H -2.322 5.693 -3.306  0.19
123 C -4.913 -5.176 -0.576  -0.86
124 C -1.483 -7.744 3.263  -0.81
125 H 5.693 -1.703 2.004  0.53
126 S -3.432 0.227 4.022  0.80
127 O -2.111 0.558 4.563  -0.51
128 C -4.358 -4.908 0.841  0.35
129 H -0.997 -3.413 -4.512  0.48
130 C 5.979 1.675 1.641  -0.56
131 C -1.641 6.027 -2.526  -0.40
132 Cl -6.488 -0.861 -0.805  -0.17
133 H -1.535 -2.728 1.781  0.36
134 H 2.253 2.812 -0.321  0.27
135 H 0.942 0.709 -0.533  0.57
136 Cl -1.748 4.863 -1.168  0.01
137 C 4.253 -0.292 2.657  -0.63

Cartesian forces (eV/Å) of the 6 atoms listed first:
-0.457 0.456 0.220
0.692 -0.093 0.117
-0.252 1.542 -0.141
0.005 -0.192 0.064
1.157 -0.457 0.103
0.449 0.477 0.590